[1]
{
  "formula": "C2FN3O4",
  "method": "ωB97M-V/def2-TZVPD",
  "symbols": ["N", "C", "C", "F", "N", "O", "O", "N", "O", "O"],
  "xyz": [[-1.135, 2.524, -0.588], [-0.617, 1.615, -0.201], [0.251, 0.157, 0.325], [1.367, 0.497, 0.958], [0.805, -0.437, -1.060], [1.968, -0.218, -1.145], [-0.051, -0.993, -1.688], [-0.658, -0.810, 0.955], [-0.477, -1.992, 0.726], [-1.453, -0.344, 1.719]],
  "lowdin_charge": [0.151, -0.048, -0.201, 0.156, -0.332, 0.164, 0.139, -0.329, 0.146, 0.155],
  "smiles": "N#CC(F)([N+](=O)[O-])[N+](=O)[O-]",
  "e_above_lowest_kcal_mol": 22.5,
  "spin_multiplicity": 1,
  "gap_ev": 10.55
}

---

[2]
{
  "formula": "C17H27NO3",
  "method": "ωB97M-V/def2-TZVPD",
  "symbols": ["C", "C", "C", "C", "O", "C", "C", "C", "N", "C", "O", "C", "C", "C", "O", "C", "C", "C", "C", "C", "C", "H", "H", "H", "H", "H", "H", "H", "H", "H", "H", "H", "H", "H", "H", "H", "H", "H", "H", "H", "H", "H", "H", "H", "H", "H", "H", "H"],
  "xyz": [[1.683, -5.195, -0.414], [1.633, -3.751, 0.073], [0.219, -3.337, 0.470], [0.177, -1.878, 0.925], [-1.138, -1.422, 1.191], [-1.642, -1.700, 2.484], [-1.208, -0.680, 3.547], [-1.745, 0.724, 3.257], [-1.190, 1.243, 2.031], [-0.380, 2.319, 1.976], [-0.186, 3.065, 2.913], [0.294, 2.481, 0.620], [1.650, 1.768, 0.679], [2.285, 1.532, -0.695], [1.633, 0.494, -1.402], [0.633, 0.745, -2.296], [0.002, -0.395, -2.801], [-1.015, -0.283, -3.725], [-1.423, 0.965, -4.168], [-0.798, 2.095, -3.676], [0.224, 1.995, -2.745], [2.697, -5.469, -0.692], [1.346, -5.873, 0.367], [1.041, -5.327, -1.281], [2.299, -3.634, 0.931], [1.994, -3.087, -0.716], [-0.140, -3.988, 1.272], [-0.456, -3.454, -0.379], [0.821, -1.741, 1.804], [0.550, -1.239, 0.119], [-2.730, -1.673, 2.379], [-1.350, -2.708, 2.802], [-1.580, -1.016, 4.516], [-0.117, -0.640, 3.599], [-1.467, 1.417, 4.056], [-2.838, 0.691, 3.179], [-1.243, 0.607, 1.245], [-0.334, 2.044, -0.156], [0.439, 3.542, 0.413], [1.526, 0.792, 1.154], [2.338, 2.354, 1.290], [3.309, 1.170, -0.555], [2.326, 2.457, -1.275], [0.332, -1.360, -2.451], [-1.494, -1.175, -4.102], [-2.220, 1.055, -4.890], [-1.104, 3.074, -4.013], [0.683, 2.901, -2.382]],
  "lowdin_charge": [-0.114, -0.269, -0.190, -0.222, -0.174, -0.210, -0.148, -0.170, 0.070, -0.511, 0.056, -0.095, -0.141, -0.183, -0.060, -0.275, -0.012, -0.083, -0.102, -0.084, -0.036, 0.068, 0.071, 0.071, 0.111, 0.106, 0.111, 0.120, 0.126, 0.105, 0.128, 0.117, 0.115, 0.112, 0.120, 0.123, 0.122, 0.105, 0.127, 0.108, 0.125, 0.129, 0.117, 0.108, 0.104, 0.098, 0.105, 0.103],
  "smiles": "CCCCOCCCNC(=O)CCCOc1ccccc1",
  "e_above_lowest_kcal_mol": 20.1,
  "spin_multiplicity": 1,
  "gap_ev": 9.40
}

---

[3]
{
  "formula": "C5H7INO",
  "method": "ωB97M-V/def2-TZVPD",
  "symbols": ["C", "C", "C", "C", "C", "N", "O", "I", "H", "H", "H", "H", "H", "H", "H"],
  "xyz": [[0.169, 1.702, -1.765], [-0.036, 1.568, -0.370], [0.421, 0.417, -2.223], [0.172, 0.268, -0.103], [-0.184, -0.397, 1.163], [-0.212, -1.908, 1.211], [0.439, -0.475, -1.238], [0.860, 0.297, 2.890], [0.319, 2.645, -2.296], [-0.397, 2.261, 0.381], [0.744, 0.158, -3.130], [-1.774, 0.081, 1.726], [-0.274, -1.931, 2.209], [-0.982, -2.337, 0.591], [0.734, -2.348, 0.954]],
  "lowdin_charge": [0.004, -0.029, -0.071, -0.404, -0.708, 0.109, 0.057, 0.968, 0.129, 0.132, 0.098, 0.246, 0.056, 0.213, 0.202],
  "e_above_lowest_kcal_mol": 71.5,
  "spin_multiplicity": 1,
  "gap_ev": 7.91,
  "charge": 1
}

---

[4]
{
  "formula": "C5H12N2",
  "method": "ωB97M-V/def2-TZVPD",
  "symbols": ["C", "C", "C", "C", "N", "N", "C", "H", "H", "H", "H", "H", "H", "H", "H", "H", "H", "H", "H"],
  "xyz": [[1.130, 0.457, -1.877], [0.537, 0.189, -0.718], [-0.489, -0.948, -0.601], [-1.609, -0.585, 0.359], [-2.323, 0.641, -0.059], [0.970, 0.790, 0.482], [2.016, 0.152, 1.298], [0.822, -0.068, -2.764], [1.820, 1.286, -1.954], [-0.896, -1.164, -1.599], [0.065, -1.808, -0.213], [-1.179, -0.429, 1.350], [-2.284, -1.435, 0.516], [-3.175, 0.352, -0.532], [-2.692, 1.053, 0.791], [0.495, 1.530, 0.959], [2.715, 0.924, 1.617], [1.595, -0.284, 2.212], [2.483, -0.654, 0.734]],
  "lowdin_charge": [0.065, -0.395, -0.161, -0.301, 0.004, -0.089, -0.103, 0.053, 0.062, 0.110, 0.112, 0.097, 0.103, 0.062, 0.059, 0.109, 0.068, 0.063, 0.082],
  "smiles": "C=C(CCN)NC",
  "e_above_lowest_kcal_mol": 38.3,
  "spin_multiplicity": 1,
  "gap_ev": 9.24
}